64
Properties=species:S:1:pos:R:3:forces:R:3:mulliken_spin:R:1 method="wB97M-V/def2-TZVPD" s2=2.011 max_force_ha_per_bohr=0.038 e_homo_ha="-0.4889 / -0.4889" spin_multiplicity=3 charge=+2 homo_lumo_gap_ev="8.2434 / 4.8850" e_tot_ev=-115454.7930
Pd -0.203344 0.514314 0.054277 -1.0 0.5 -0.2 1.11
C -5.077944 4.124014 -0.485723 -0.2 0.1 0.0 0.00
C -3.710144 3.829914 0.016577 0.4 0.0 0.1 0.00
C -3.085944 4.671714 0.939377 0.0 -0.4 -0.2 0.00
C -1.858144 4.318814 1.473377 0.3 -0.1 0.2 -0.01
C -1.303744 3.128314 1.049177 -0.5 0.1 -0.4 0.01
Br 0.286956 2.409714 1.853777 -0.1 0.1 0.0 0.12
N -1.823944 2.351214 0.111377 0.9 0.2 0.5 0.06
C -3.005044 2.698714 -0.391123 -0.2 0.1 0.0 -0.01
H -5.166344 5.159114 -0.808123 0.0 0.0 -0.1 0.00
H -5.798344 3.989814 0.320877 -0.1 -0.1 0.0 0.00
H -5.356844 3.467214 -1.302723 -0.1 0.0 -0.1 0.00
H -3.573244 5.579314 1.263277 0.0 0.1 0.0 0.00
H -1.353444 4.934414 2.199777 0.0 0.1 0.1 0.00
H -3.409744 2.027014 -1.134623 -0.1 0.0 -0.1 0.00
C 3.398956 1.414814 0.444977 -0.4 0.0 -0.1 -0.01
Sb 2.035556 1.287014 -1.218323 1.6 -0.1 0.1 0.22
C 2.623056 3.181114 -2.094723 -0.4 -0.2 0.0 0.07
C 3.446556 -0.195586 -2.241623 -1.3 1.0 -0.2 0.06
C 4.049356 -1.138986 -1.310923 0.2 -1.2 0.9 0.01
C 5.332156 -0.882086 -0.805223 -0.3 -0.2 -0.3 0.01
C 5.978156 -1.787086 0.006377 -0.1 -0.4 0.3 0.00
C 5.362856 -2.998986 0.335277 0.3 0.4 -0.1 0.01
C 4.096256 -3.266686 -0.131023 -0.2 0.3 -0.2 -0.01
C 3.396456 -2.345386 -0.918623 1.4 0.7 0.0 0.01
C 2.004056 -2.618086 -1.251223 -1.2 0.4 0.5 0.05
Sb 0.714656 -1.870186 0.434577 1.1 -1.6 -0.2 0.20
C 1.940856 -2.338986 2.141277 -0.3 0.3 -0.3 0.04
C -0.616244 -3.554986 0.457477 -0.1 0.5 0.1 0.03
H 4.325556 1.838414 0.064377 0.1 0.0 0.0 0.00
H 3.585656 0.414214 0.835577 0.0 0.1 0.0 0.00
H 3.015756 2.053214 1.235177 0.0 0.1 0.0 0.00
H 3.623456 3.062814 -2.500623 0.1 -0.1 0.0 0.01
H 2.642056 3.934714 -1.307923 -0.1 -0.1 0.0 0.00
H 1.951956 3.497214 -2.889923 0.0 -0.1 0.0 0.00
H 4.170156 0.495014 -2.660023 0.1 0.1 -0.1 0.00
H 2.874256 -0.657886 -3.037723 0.0 0.0 -0.1 0.00
H 5.834356 0.030514 -1.089523 0.1 0.1 -0.1 0.00
H 6.961556 -1.568986 0.386877 0.2 0.0 0.0 0.00
H 5.873556 -3.716886 0.957977 0.1 -0.1 0.0 0.00
H 3.623256 -4.205886 0.111577 -0.1 -0.2 0.1 0.00
H 1.772956 -3.679186 -1.278123 -0.1 -0.1 -0.1 0.01
H 1.642356 -2.122786 -2.148723 0.0 -0.1 -0.1 0.00
H 2.104356 -3.412286 2.149277 0.0 -0.1 0.0 0.00
H 1.414756 -2.034386 3.043877 0.0 0.0 0.0 0.00
H 2.896856 -1.822886 2.088177 0.0 0.0 -0.1 0.00
H -0.009444 -4.435186 0.636977 0.1 -0.1 0.0 0.01
H -1.121044 -3.647486 -0.501023 0.0 0.0 0.0 0.00
H -1.347144 -3.450086 1.253277 -0.1 0.0 0.0 0.00
C -5.271944 -1.770386 2.180177 -0.1 0.0 0.2 0.00
C -4.215244 -1.334486 1.241877 0.1 -0.1 -0.4 0.00
C -4.172244 -1.365686 -0.141023 0.0 0.1 0.2 0.00
C -2.938444 -0.814386 -0.503223 -0.1 0.0 0.6 0.00
N -2.270244 -0.467686 0.597877 0.6 0.1 -0.4 0.03
N -3.044244 -0.794486 1.644077 -0.3 -0.1 0.0 0.00
C -2.343044 -0.583986 -1.852323 0.2 0.0 0.3 0.02
H -6.044444 -2.312486 1.641077 0.0 0.0 0.0 0.00
H -5.729244 -0.906086 2.662177 -0.1 0.0 0.0 0.00
H -4.868744 -2.415186 2.960377 0.0 0.0 0.0 0.00
H -4.932744 -1.736086 -0.796223 -0.2 -0.1 -0.1 0.00
H -2.756544 -0.600886 2.592977 0.0 0.0 -0.2 0.00
H -1.868044 -1.493886 -2.229123 0.0 0.1 0.0 -0.01
H -1.589344 0.231914 -1.791623 -0.3 -0.3 -0.3 -0.01
H -3.114144 -0.297886 -2.564423 0.1 0.1 -0.1 0.00